No. 1
The following is a quantum chemistry calculation of C13H20ClIN2OPSeY as an isolated structure at a distorted geometry, from OMol25.

XYZ file:
```
41
C13H20ClIN2OPSeY the ωB97M-V functional and the def2-TZVPD basis
C -4.68 -0.69 -1.50
I -3.89 -1.14 0.55
H -3.91 -0.52 -2.25
H -5.31 0.19 -1.34
H -5.30 -1.56 -1.74
Y -1.23 -0.71 -0.55
P -0.85 -3.43 -0.79
C -1.28 -4.63 0.52
C -1.87 -4.07 -2.17
H 1.22 -3.42 -2.06
H 0.74 -5.07 -1.58
H 1.49 -3.96 -0.39
C 0.81 -4.03 -1.25
H -1.77 -3.41 -3.04
H -1.52 -5.08 -2.43
H -1.14 -5.66 0.15
H -2.33 -4.49 0.82
H -2.93 -4.11 -1.88
H -0.65 -4.47 1.40
C -1.06 -1.67 1.76
O -1.08 -2.16 2.80
Cl -1.22 -0.08 -2.97
C 1.54 2.38 -1.42
N 1.66 2.39 0.03
C 1.59 1.29 0.84
Se 1.43 -0.49 0.31
N 1.77 1.77 2.12
C 2.00 3.15 2.10
C 2.32 4.05 3.11
C 2.55 5.38 2.73
C 2.49 5.77 1.38
C 2.17 4.85 0.37
C 1.92 3.55 0.78
H 1.65 1.36 -1.79
H 2.32 3.03 -1.85
H 0.56 2.75 -1.75
H 1.83 1.19 2.94
H 2.36 3.70 4.14
H 2.78 6.14 3.49
H 2.70 6.81 1.11
H 2.13 5.09 -0.70
```

Summary:
**Highest occupied orbital energy**: -0.528 Ha
**LUMO**: -0.271 hartree
**Net charge**: +2
**Relative energy (zero: lowest compared OMol25 entry of this formula, charge and spin)**: 0.00 kJ/mol

These are the natural (NBO) partial charges, in e, on atoms 1 to 6: number 1, C, carries -0.63; number 2, I, carries 0.23; number 3, H, carries 0.25; number 4, H, carries 0.26; number 5, H, carries 0.26; number 6, Y, carries 1.39

---

No. 2
The following is a quantum chemistry calculation of C13H20FNO2 in the gas phase, from OMol25.

XYZ file:
```
37
C13H20FNO2 the ωB97M-V functional and the def2-TZVPD basis
C 0.65 1.75 -0.97
C 0.71 0.89 0.29
O 1.49 -0.29 0.09
C 2.84 -0.22 0.06
C 3.48 -1.42 -0.25
C 4.86 -1.50 -0.30
C 5.60 -0.36 -0.03
F 6.95 -0.43 -0.08
C 4.99 0.84 0.28
C 3.61 0.91 0.32
C -0.68 0.40 0.77
O -0.55 -0.22 2.03
C -1.34 -0.55 -0.25
C -2.71 -1.06 0.22
N -3.80 -0.45 -0.51
C -5.04 -1.17 -0.31
C -3.97 0.96 -0.20
H 0.31 1.15 -1.81
H -0.04 2.57 -0.82
H 1.63 2.14 -1.21
H 1.13 1.47 1.13
H 2.88 -2.29 -0.45
H 5.36 -2.42 -0.54
H 5.60 1.71 0.48
H 3.15 1.85 0.57
H -1.31 1.27 0.95
H 0.04 -0.97 1.92
H -1.46 -0.05 -1.20
H -0.66 -1.40 -0.39
H -2.77 -2.13 0.05
H -2.80 -0.89 1.31
H -4.91 -2.20 -0.62
H -5.36 -1.16 0.75
H -5.82 -0.71 -0.91
H -4.16 1.13 0.88
H -3.07 1.51 -0.48
H -4.81 1.35 -0.77
```

Summary:
**Highest occupied orbital energy**: -0.314 Ha
**SMILES**: C[C@H](Oc1ccc(F)cc1)[C@H](O)CCN(C)C
**LUMO**: 0.029 hartree
**Net charge**: 0
**Relative energy (zero: lowest compared OMol25 entry of this formula, charge and spin)**: 16.73 kJ/mol

These are the natural (NBO) partial charges, in e, on atoms 1 to 6: number 1, C, carries -0.64; number 2, C, carries 0.08; number 3, O, carries -0.52; number 4, C, carries 0.30; number 5, C, carries -0.23; number 6, C, carries -0.26